1.
{
  "formula": "C2H8O2",
  "method": "ωB97M-V with the def2-TZVPD basis set",
  "species": ["O", "C", "H", "H", "H", "H", "O", "C", "H", "H", "H", "H"],
  "xyz": [[-3.142030, 2.394687, 0.587978], [-3.141050, 3.681807, 0.222789], [-4.054349, 2.042697, 0.523448], [-3.024200, 3.661626, -0.873812], [-2.291090, 4.234616, 0.657058], [-4.072429, 4.219626, 0.467509], [3.027708, -2.548521, 0.374439], [3.294398, -3.729491, -0.311902], [3.257298, -1.779522, -0.187982], [2.642058, -3.884171, -1.187762], [3.160288, -4.577330, 0.380769], [4.343398, -3.716021, -0.652532]],
  "forces_ev_per_angstrom": [[-1.0, -3.5, 1.7], [0.0, 2.7, -1.8], [1.0, 0.2, 0.1], [0.0, 0.9, 0.0], [-0.3, -0.3, -0.1], [0.3, 0.0, 0.0], [-0.3, 1.5, 0.1], [0.6, -0.8, -0.5], [-0.2, -0.8, 0.5], [0.1, 0.0, 0.2], [0.0, 0.4, -0.3], [-0.3, -0.4, 0.0]],
  "e_homo_ev": -10.13,
  "homo_lumo_gap_ev": 11.12,
  "e_lumo_ha": 0.0363,
  "molar_mass_g_mol": 64.1,
  "smiles": "CO.CO",
  "total_charge": 0,
  "relative_energy_ev": 1.050
}


2.
{
  "formula": "C2H8O2PS4",
  "method": "ωB97M-V with the def2-TZVPD basis set",
  "species": ["C", "C", "O", "O", "P", "S", "S", "S", "S", "H", "H", "H", "H", "H", "H", "H", "H"],
  "xyz": [[-0.456214, -0.096740, -1.922316], [0.169514, -1.012752, 1.005423], [0.396322, -1.188601, -2.167668], [-1.156784, -1.401657, 1.133687], [0.161698, 0.476199, -0.269097], [2.610386, 1.218984, 1.408105], [-2.888376, 1.445383, 0.901761], [2.120386, 0.977448, -0.592952], [-0.684306, 2.201965, 0.626566], [-1.497058, -0.559660, -1.876594], [-0.214036, 0.677454, -2.708701], [0.798400, -1.824663, 0.648949], [0.482952, -0.444834, 1.841047], [1.340579, -0.847963, -2.293994], [-1.301026, -2.349508, 1.193987], [3.258307, 0.094336, 1.548074], [-3.140745, 2.634610, 1.523723]],
  "forces_ev_per_angstrom": [[0.2, -0.3, -0.6], [-1.2, 0.6, -1.9], [2.1, 0.1, -0.1], [-0.7, 0.4, 0.1], [-1.1, -0.5, 1.2], [-0.2, 1.1, -0.1], [2.1, 1.2, 0.0], [0.4, 0.4, 0.0], [-1.7, -1.6, -0.4], [1.2, 1.3, -0.1], [-1.2, -0.4, 0.9], [0.5, 0.3, 0.1], [0.7, 0.0, 1.2], [-1.8, -0.9, 0.0], [0.3, -0.1, -0.1], [0.5, -1.0, 0.1], [0.0, -0.5, -0.3]],
  "e_homo_ev": -13.01,
  "homo_lumo_gap_ev": 8.08,
  "e_lumo_ha": -0.1813,
  "molar_mass_g_mol": 223.3,
  "total_charge": 1,
  "relative_energy_ev": 0.000
}


3.
{
  "formula": "C2H8O2S",
  "method": "ωB97M-V with the def2-TZVPD basis set",
  "species": ["O", "S", "C", "C", "H", "H", "H", "H", "H", "H", "O", "H", "H"],
  "xyz": [[0.787670, 1.446740, 3.154139], [0.198150, 1.734419, 0.515890], [0.000000, 0.000000, 0.000000], [1.434479, 1.660979, 1.894919], [1.318770, 1.923339, 3.825849], [-0.806340, -0.019070, -0.752380], [-0.223180, -0.753420, 0.774060], [0.948060, -0.272690, -0.493380], [2.030029, 2.593539, 1.861939], [2.133239, 0.810940, 1.774019], [-2.900319, 2.956589, 0.709280], [-2.667539, 2.552029, -0.156980], [-3.841189, 2.707689, 0.854440]],
  "forces_ev_per_angstrom": [[0.6, 0.9, 0.2], [0.6, -0.2, 0.9], [0.7, -0.3, -0.3], [-0.1, -0.7, -0.2], [-0.6, -0.4, -0.5], [0.4, 0.1, 0.3], [0.0, 0.7, -0.1], [-0.5, -0.2, 0.1], [-0.5, -0.3, 0.0], [-0.3, 0.4, -0.5], [-0.9, -0.6, -0.7], [-0.2, 0.4, 1.0], [1.0, 0.3, -0.2]],
  "e_homo_ev": -8.66,
  "homo_lumo_gap_ev": 9.41,
  "e_lumo_ha": 0.0277,
  "molar_mass_g_mol": 96.2,
  "smiles": "CSCO.O",
  "total_charge": 0,
  "relative_energy_ev": 0.305
}


4.
{
  "formula": "C2H8O2S",
  "method": "ωB97M-V with the def2-TZVPD basis set",
  "species": ["O", "S", "C", "C", "H", "H", "H", "H", "H", "H", "O", "H", "H"],
  "xyz": [[-1.612158, -1.332007, -1.679850], [0.652033, -0.170142, -0.986982], [-0.059985, 0.320907, 0.589097], [-0.894822, -0.179638, -1.888493], [-1.950480, -1.498992, -2.584314], [-0.623205, -0.558709, 0.943583], [-0.761398, 1.164096, 0.472260], [0.689405, 0.589854, 1.352439], [-0.590074, -0.167050, -2.952637], [-1.608822, 0.651905, -1.733005], [2.298076, 0.381582, 3.221105], [2.859482, 0.854628, 2.565893], [1.601951, -0.056435, 2.680903]],
  "forces_ev_per_angstrom": [[-1.2, -1.7, -1.0], [-0.1, 0.8, 0.0], [-0.6, -0.4, 0.8], [0.6, 1.0, -1.3], [-0.2, -0.6, 1.1], [0.1, 0.5, 0.2], [0.4, -0.3, 0.0], [-0.3, 0.0, -0.7], [0.1, 0.4, 0.4], [1.0, 0.3, 0.3], [-0.1, 0.1, -1.2], [-0.6, -0.5, 0.7], [0.9, 0.4, 0.7]],
  "e_homo_ev": -9.05,
  "homo_lumo_gap_ev": 9.72,
  "e_lumo_ha": 0.0246,
  "molar_mass_g_mol": 96.2,
  "smiles": "CSCO.O",
  "total_charge": 0,
  "relative_energy_ev": 0.410
}